Entry 1:
{
  "formula": "C2H14N2O4",
  "method": "the ωB97M-V functional and the def2-TZVPD basis",
  "homo_lumo_gap_ev": 8.27,
  "species": ["N", "C", "C", "N", "H", "H", "H", "H", "H", "H", "O", "H", "H", "O", "H", "H", "O", "H", "H", "O", "H", "H"],
  "positions_angstrom": [[1.724, -0.793, 0.138], [0.828, -1.877, 0.242], [-0.363, -1.772, 0.823], [-1.364, -2.730, 0.848], [1.525, -0.023, 0.779], [2.704, -0.973, 0.108], [1.108, -2.822, -0.200], [-0.642, -0.833, 1.299], [-1.293, -3.607, 0.377], [-1.835, -2.920, 1.709], [0.686, 0.232, -2.223], [1.101, -0.232, -1.445], [0.468, -0.364, -2.935], [0.764, 1.451, 1.841], [0.754, 1.623, 2.781], [-0.113, 1.810, 1.551], [-0.754, 2.376, -1.963], [-0.306, 3.087, -2.421], [-0.246, 1.543, -2.137], [-1.470, 2.443, 0.636], [-1.156, 2.635, -0.279], [-2.120, 1.747, 0.470]]
}


Entry 2:
{
  "formula": "C2H14NO4",
  "method": "the ωB97M-V functional and the def2-TZVPD basis",
  "total_charge": 1,
  "homo_lumo_gap_ev": 11.57,
  "species": ["C", "C", "N", "H", "H", "H", "H", "H", "H", "H", "H", "O", "H", "H", "O", "H", "H", "O", "H", "H", "O"],
  "positions_angstrom": [[1.381, 0.042, 0.301], [2.119, -0.845, 0.915], [-0.080, -0.140, 0.174], [1.761, 1.009, -0.084], [3.182, -0.723, 1.053], [1.645, -1.773, 1.342], [-0.200, -0.339, -0.800], [-0.507, -0.917, 0.727], [-0.544, 0.790, 0.299], [-2.929, -1.495, 1.706], [-2.273, -2.196, 0.544], [-2.155, -1.446, 1.131], [-0.887, 3.140, 0.634], [-0.623, 3.237, 2.137], [-0.776, 2.579, 1.426], [-0.710, -2.564, -2.774], [-0.418, -3.655, -1.794], [-0.444, -2.703, -1.872], [0.367, 2.841, -2.198], [1.653, 2.310, -2.109], [0.879, 2.360, -1.539]]
}